Entry 1:
ORCA calculation (ωB97M-V with the def2-TZVPD basis set) on C2H4NOP in the gas phase.

## Properties
**Molecular weight**: 89.0 g/mol
**E_tot**: -549.83168 Eh
**Spin multiplicity**: 1
**E_HOMO (alpha / beta)**: -9.44 / -8.91 eV
**F_max**: 4.01 eV/Å
**ΔE to the lowest compared entry with this formula, charge and spin**: 286.0 kJ/mol

Each line ends with the natural charge from an NBO analysis.
Cartesian coordinates (Å):
C  -0.912  0.454  0.647  -0.0623
C  -0.377  -0.017  -0.762  -0.7785
N  -0.382  0.826  1.681  -0.1610
O  1.975  0.690  0.499  -0.9345
P  1.450  -0.329  -0.422  1.2931
H  -2.009  0.274  0.821  0.2241
H  -0.775  -1.015  -1.165  0.2604
H  -0.417  0.825  -1.352  0.2500
H  1.447  -1.708  0.052  -0.0912

Entry 2:
ORCA calculation (ωB97M-V with the def2-TZVPD basis set) on a 10-piece molecular cluster, C60H122FN5O12 overall.

## Properties
**Molecular weight**: 1124.7 g/mol
**<S²>**: 0.754
**E_tot**: -3635.23692 Eh
**Charge**: +1
**Spin multiplicity**: 2
**E_HOMO (alpha / beta)**: -9.13 / -9.13 eV
**F_max**: 4.23 eV/Å

Each line ends with the Mulliken spin population.
Cartesian coordinates (Å):
C  -0.612  -6.568  -2.128  0.0000
C  -0.127  -5.436  -3.139  0.0000
C  -0.761  -5.736  -4.522  0.0000
C  -2.230  -5.516  -4.533  0.0000
C  -2.465  -4.035  -4.162  0.0001
C  -1.829  -3.567  -2.824  0.0001
N  -0.459  -4.073  -2.715  0.0001
O  0.230  -3.689  -1.563  -0.0001
C  -1.938  -2.080  -2.819  -0.0005
C  -2.735  -4.035  -1.688  0.0001
C  1.389  -5.540  -3.370  0.0000
H  -0.579  -7.552  -2.595  0.0000
H  -1.628  -6.509  -1.738  0.0000
H  -0.008  -6.502  -1.222  0.0000
H  -0.119  -5.334  -5.306  0.0000
H  -0.678  -6.804  -4.720  0.0000
H  -2.822  -6.032  -3.777  0.0000
H  -2.530  -5.790  -5.544  0.0000
H  -3.547  -3.898  -4.153  0.0000
H  -2.097  -3.420  -4.983  0.0000
H  -1.741  -1.718  -1.810  -0.0004
H  -1.066  -1.748  -3.382  0.0004
H  -2.867  -1.720  -3.262  0.0006
H  -3.573  -3.344  -1.595  -0.0001
H  -3.191  -4.992  -1.941  0.0000
H  -2.197  -4.105  -0.742  0.0001
H  1.724  -6.527  -3.687  0.0000
H  1.807  -5.310  -2.391  0.0000
H  1.836  -4.881  -4.114  0.0000
H  0.809  -3.032  -1.957  0.0000
C  6.326  -3.528  2.847  0.0000
C  4.948  -4.203  2.624  0.0000
C  3.978  -3.164  2.076  0.0000
C  2.636  -3.678  1.416  0.0001
C  3.069  -4.621  0.237  0.0001
C  4.064  -5.797  0.578  -0.0001
N  5.100  -5.272  1.597  0.0000
O  6.106  -6.212  1.863  0.0000
C  3.251  -6.885  1.240  0.0000
C  4.728  -6.344  -0.683  0.0000
C  4.355  -4.712  3.983  0.0000
H  6.237  -2.608  3.426  0.0000
H  6.799  -3.281  1.897  0.0000
H  6.921  -4.262  3.390  0.0000
H  3.619  -2.441  2.808  0.0000
H  4.561  -2.625  1.330  0.0000
H  2.076  -2.842  0.996  -0.0001
H  2.032  -4.232  2.134  0.0001
H  3.560  -4.018  -0.526  0.0001
H  2.186  -5.072  -0.216  0.0000
H  2.242  -6.910  0.828  0.0000
H  3.735  -7.842  1.046  0.0000
H  3.040  -6.866  2.309  0.0000
H  4.096  -6.443  -1.565  0.0000
H  5.390  -5.534  -0.987  0.0000
H  5.406  -7.182  -0.519  0.0000
H  4.451  -3.994  4.798  0.0000
H  5.037  -5.508  4.283  0.0000
H  3.413  -5.253  3.902  0.0000
H  5.782  -6.685  2.633  0.0000
C  -5.630  -0.936  -1.611  -0.0001
C  -5.913  -0.677  -0.053  0.0000
C  -5.954  0.832  0.277  0.0000
C  -7.278  1.481  -0.190  0.0000
C  -8.418  0.713  0.449  0.0000
C  -8.518  -0.797  0.252  0.0000
N  -7.147  -1.279  0.462  0.0000
O  -7.117  -2.657  0.408  0.0000
C  -9.442  -1.339  1.327  0.0000
C  -9.087  -1.240  -1.145  0.0000
C  -4.629  -1.253  0.667  -0.0001
H  -4.815  -0.338  -2.019  0.0001
H  -6.441  -0.471  -2.172  0.0000
H  -5.740  -1.966  -1.951  0.0000
H  -5.853  0.994  1.350  0.0000
H  -5.190  1.406  -0.248  0.0000
H  -7.331  1.621  -1.270  0.0000
H  -7.130  2.487  0.203  0.0000
H  -9.351  1.057  0.001  0.0000
H  -8.517  0.976  1.502  0.0000
H  -9.053  -1.224  2.338  0.0000
H  -10.437  -0.907  1.434  0.0000
H  -9.443  -2.426  1.251  0.0000
H  -8.615  -0.919  -2.073  0.0000
H  -9.271  -2.314  -1.157  0.0000
H  -10.063  -0.759  -1.203  0.0000
H  -4.635  -2.341  0.606  0.0000
H  -4.755  -1.049  1.730  0.0000
H  -3.694  -0.776  0.374  0.0000
H  -6.890  -2.920  1.302  0.0000
C  0.518  3.453  -4.870  0.0596
C  -0.782  3.772  -4.144  0.0028
C  -1.228  5.212  -4.498  0.0066
C  -1.897  5.299  -5.884  -0.0084
C  -3.119  4.336  -5.919  0.0153
C  -2.788  2.854  -5.622  -0.0402
N  -1.789  2.776  -4.513  0.6972
O  -1.505  1.477  -4.199  0.0822
C  -4.147  2.249  -5.161  0.0413
C  -2.260  2.191  -6.904  0.0685
C  -0.733  3.841  -2.555  0.0606
H  0.909  2.483  -4.564  -0.0037
H  1.313  4.156  -4.622  0.0040
H  0.498  3.614  -5.948  -0.0036
H  -1.865  5.713  -3.770  -0.0024
H  -0.352  5.844  -4.643  -0.0011
H  -1.245  5.073  -6.728  0.0014
H  -2.372  6.258  -6.091  0.0002
H  -3.366  4.351  -6.981  -0.0021
H  -4.025  4.654  -5.405  0.0007
H  -4.100  1.161  -5.116  -0.0025
H  -4.430  2.570  -4.158  -0.0040
H  -4.948  2.414  -5.881  0.0022
H  -1.920  1.190  -6.637  0.0011
H  -3.103  2.215  -7.594  0.0011
H  -1.376  2.687  -7.305  0.0015
H  0.090  4.492  -2.262  -0.0024
H  -0.506  2.820  -2.248  -0.0066
H  -1.523  4.166  -1.878  -0.0037
H  -1.680  1.465  -3.255  0.0293
C  2.350  3.854  3.779  0.0000
C  2.583  5.425  3.827  -0.0001
C  2.355  5.918  5.255  0.0000
C  3.440  5.477  6.279  0.0000
C  4.852  5.800  5.804  0.0000
C  5.164  5.412  4.356  -0.0001
N  4.027  5.800  3.426  0.0000
O  4.302  5.708  2.082  0.0000
C  6.518  6.109  3.968  0.0000
C  5.420  3.947  4.282  0.0001
C  1.583  6.162  2.855  0.0000
H  3.011  3.367  3.063  0.0000
H  1.374  3.601  3.364  0.0000
H  2.297  3.353  4.746  0.0000
H  2.209  6.996  5.318  0.0000
H  1.419  5.526  5.652  0.0000
H  3.376  4.443  6.617  0.0000
H  3.381  6.071  7.191  0.0000
H  5.403  5.281  6.588  0.0000
H  5.001  6.879  5.846  0.0000
H  7.306  5.903  4.692  0.0000
H  6.931  5.882  2.985  0.0000
H  6.355  7.186  3.941  0.0000
H  6.405  3.751  4.705  0.0000
H  4.796  3.347  4.945  0.0000
H  5.417  3.600  3.249  0.0000
H  1.762  7.237  2.824  0.0000
H  0.543  6.246  3.171  0.0000
H  1.660  5.786  1.835  0.0000
H  4.283  6.606  1.743  0.0000
C  1.231  -0.129  -3.433  -0.0010
C  2.139  -1.221  -2.858  0.0015
O  2.381  -1.246  -1.675  -0.0001
C  2.737  -2.208  -3.820  0.0000
H  1.771  0.535  -4.109  0.0019
H  0.977  0.473  -2.561  0.0027
H  0.379  -0.432  -4.041  -0.0037
H  3.739  -1.861  -4.073  0.0000
H  2.159  -2.373  -4.729  0.0000
H  2.887  -3.112  -3.230  0.0000
C  -1.911  3.794  2.959  0.0000
C  -3.016  4.686  2.349  0.0000
O  -3.446  5.748  2.819  0.0000
C  -3.766  4.230  1.093  -0.0001
H  -1.701  4.230  3.936  0.0000
H  -0.966  3.702  2.423  0.0000
H  -2.310  2.792  3.116  0.0000
H  -3.817  3.141  1.124  0.0000
H  -3.160  4.436  0.210  -0.0002
H  -4.794  4.592  1.089  0.0000
C  5.213  0.671  2.107  0.0000
C  3.862  0.737  1.434  0.0000
O  2.869  0.345  2.007  0.0001
C  3.841  1.176  -0.039  0.0000
H  5.945  0.074  1.563  0.0000
H  5.078  0.353  3.141  0.0000
H  5.646  1.667  2.206  0.0000
H  4.434  0.474  -0.625  0.0000
H  4.269  2.175  -0.125  0.0000
H  2.803  1.165  -0.372  0.0001
C  2.573  0.606  5.144  0.0000
C  2.447  -0.764  5.806  0.0000
O  1.329  -1.280  5.908  0.0000
C  3.706  -1.357  6.349  0.0000
H  3.483  0.669  4.548  0.0000
H  2.719  1.361  5.916  0.0000
H  1.691  0.836  4.546  0.0000
H  3.986  -0.862  7.279  0.0000
H  4.496  -1.211  5.613  0.0000
H  3.593  -2.430  6.504  0.0000
C  -0.328  0.708  1.663  0.0003
C  0.057  -0.181  0.471  0.0005
O  -0.581  0.511  -0.583  0.0125
C  -1.700  1.151  -0.053  -0.0049
O  -2.643  1.594  -0.717  -0.0045
O  -1.536  1.156  1.238  -0.0006
F  -0.473  -1.357  0.642  0.0000
H  0.355  1.531  1.875  0.0000
H  -0.319  0.081  2.554  0.0000
H  1.099  -0.308  0.177  0.0002